No. 1
A single C7H15OP molecule, computed with ωB97M-V/def2-TZVPD.

Results
* energy relative to the best compared isomer or geometry (same formula, charge and spin): 11.92 kJ/mol
* M: 146.170 g mol⁻¹

Structure (XYZ):
```
24
Properties=species:S:1:pos:R:3:lowdin_charge:R:1
C -1.80648 1.78781 -0.67516 -0.06
C -1.81476 0.48462 0.14843 -0.29
C -1.31617 0.29079 1.52197 -0.10
C -0.51383 -0.35100 0.36324 -0.45
C -0.63253 -1.90598 0.16684 -0.05
P 1.04274 0.54410 0.20577 0.62
C 2.40613 -0.19748 1.18525 -0.13
C 1.44310 0.30171 -1.54908 -0.16
O 0.94340 1.96046 0.65404 -0.36
H -0.79616 2.07941 -0.80036 0.01
H -2.40931 2.71794 -0.25798 0.12
H -2.23067 1.38172 -1.58594 0.07
H -2.66849 -0.02798 -0.08431 0.10
H -0.77414 1.16988 2.00330 0.12
H -1.69752 -0.42425 2.22675 0.09
H -1.08963 -2.35434 1.15073 0.10
H 0.35502 -2.47337 0.20727 0.08
H -1.24478 -2.15888 -0.63756 0.04
H 3.33048 -0.08712 0.66280 0.04
H 2.49663 0.65220 1.93337 0.08
H 2.22532 -1.06060 1.67154 0.00
H 2.38210 0.76294 -1.82846 0.05
H 1.60764 -0.68715 -1.77179 0.01
H 0.72985 0.82599 -2.23647 0.07
```

No. 2
A molecular structure, C12H4ClF3O8V, computed with ωB97M-V/def2-TZVPD.

Results
* net charge: -5
* total energy: -75236.2892 eV
* multiplicity: 5
* M: 419.547 g mol⁻¹

Structure (XYZ):
```
29
Properties=species:S:1:pos:R:3:lowdin_spin:R:1
V -2.80357 0.90773 1.24654 1.95
F -4.78295 1.37905 0.68911 0.01
F -2.19147 2.83423 0.90030 0.01
F -3.22135 -1.07587 1.55198 0.01
Cl -3.05734 1.42767 3.73740 0.01
C -0.72967 -0.79622 -1.96397 0.00
C 0.30706 -0.99261 -2.92583 0.00
C 0.82510 0.37535 -3.55745 0.00
O 1.96081 0.30606 -4.06783 0.00
C 0.06418 1.57928 -3.53261 0.00
C -0.97408 1.64639 -2.61118 0.00
C -1.36650 0.42635 -1.78486 0.00
O -2.35914 0.42642 -0.96544 0.01
O -1.48625 2.80026 -2.42684 0.00
O 1.08524 -1.91779 -3.16650 0.00
H -1.03428 -1.65715 -1.38152 0.00
H 0.57766 2.42446 -3.97171 0.00
C 1.46341 0.40381 1.20463 0.42
C 0.29269 -0.06844 1.95463 0.22
C 0.53475 -1.35639 2.88645 0.08
O -0.40056 -1.64712 3.66589 0.13
C 1.80462 -2.03260 2.86411 0.01
C 2.85287 -1.54488 2.08974 0.10
C 2.63244 -0.37722 1.20102 0.22
O 3.53204 -0.02116 0.32631 0.43
O 4.00242 -2.14283 2.28262 0.10
O -0.86939 0.36924 1.77878 0.28
H 1.30416 1.25552 0.55608 0.02
H 2.03709 -2.93155 3.42017 0.00
```

No. 3
11 unconnected molecules or ions with the total composition C61H51Cl3F5N5O10, computed with ωB97M-V/def2-TZVPD.

Results
* total energy: -143148.4252 eV
* M: 1215.453 g mol⁻¹

Structure (XYZ):
```
135
Properties=species:S:1:pos:R:3:lowdin_charge:R:1
O 14.68495 20.11714 11.63012 0.07
N 13.50101 20.34954 11.47554 -0.31
O 12.69302 20.50571 12.40906 0.05
C 12.97479 20.57514 10.11269 -0.12
C 13.77087 20.19840 8.96346 0.02
C 13.16073 20.17150 7.71268 -0.08
C 11.81522 20.49147 7.53380 -0.07
C 11.10530 20.99346 8.60060 -0.08
C 11.68068 21.09304 9.84733 -0.01
H 14.82368 19.95782 8.97474 0.11
H 13.71567 19.84606 6.84518 0.11
H 11.37677 20.31124 6.56340 0.11
H 10.04913 21.15794 8.44610 0.11
H 11.09379 21.38892 10.70432 0.12
O 13.59372 10.33330 6.53238 0.07
N 12.53717 10.74724 7.00262 -0.36
O 11.46522 10.32198 6.65110 0.08
C 12.50090 11.75120 8.07346 -0.12
C 13.64173 12.56262 8.25952 0.00
C 13.64785 13.51016 9.23370 -0.08
C 12.59353 13.73132 10.07118 -0.05
C 11.48259 12.88768 9.99254 -0.05
C 11.45359 11.90078 9.01254 0.00
H 14.43670 12.35122 7.55970 0.12
H 14.57470 14.03346 9.41676 0.09
H 12.61077 14.43714 10.88846 0.09
H 10.61072 12.96058 10.62574 0.07
H 10.58974 11.29864 8.77260 0.11
O 13.70240 18.61868 19.59716 0.05
N 13.33146 19.66078 19.02748 -0.35
O 12.44615 20.32900 19.44877 0.09
C 13.99591 20.10572 17.75490 -0.11
C 15.11132 19.39476 17.26452 0.02
C 15.72793 19.78107 16.03668 -0.05
C 15.11215 20.79340 15.29074 -0.08
C 13.98127 21.45134 15.76244 -0.09
C 13.47484 21.16162 16.99340 -0.02
H 15.49545 18.54231 17.80504 0.11
H 16.51648 19.21776 15.55994 0.09
H 15.49559 21.06356 14.31790 0.10
H 13.51080 22.25652 15.21772 0.11
H 12.58919 21.68162 17.32750 0.11
O 11.83687 16.47211 6.79412 0.09
N 12.09447 16.85712 7.90844 -0.33
O 13.18231 16.63706 8.47378 0.04
C 11.06487 17.48784 8.70598 -0.17
C 11.32436 17.88094 10.02796 0.00
C 10.31401 18.32228 10.88674 -0.07
C 9.02296 18.35588 10.41184 -0.05
C 8.78418 18.09458 9.01670 -0.04
C 9.81163 17.63615 8.18896 -0.02
H 12.31166 17.68774 10.42076 0.12
H 10.53825 18.52329 11.92390 0.10
H 8.22695 18.59316 11.10210 0.10
H 7.83007 18.16246 8.51524 0.10
H 9.67952 17.32779 7.16238 0.12
O 10.71068 12.73822 15.00000 0.07
N 10.26961 12.02704 14.11768 -0.30
O 10.55832 12.19518 12.92936 0.06
C 9.43323 10.86468 14.53036 -0.17
C 8.69646 10.97234 15.66076 -0.02
C 7.86497 9.95030 16.09738 -0.06
C 7.75463 8.81222 15.36804 -0.08
C 8.53491 8.63384 14.22440 -0.05
C 9.34442 9.68314 13.80422 -0.01
H 8.93616 11.87552 16.20226 0.13
H 7.30547 10.07950 17.01208 0.11
H 7.19513 8.02338 15.84878 0.11
H 8.56568 7.67956 13.71960 0.11
H 9.99224 9.52460 12.95474 0.12
Cl 13.33102 13.01946 17.91766 0.51
C 13.31005 14.32462 16.65892 -1.43
Cl 14.94585 14.81108 16.06492 0.56
Cl 12.26525 15.71054 17.15264 0.56
H 12.80280 13.88352 15.80088 -0.04
F 16.53231 17.58236 14.00526 0.01
C 16.68489 16.90744 12.80948 -0.23
C 16.64512 17.62574 11.58990 0.02
C 16.66983 16.84162 10.36629 -0.06
C 16.66493 15.48718 10.43034 -0.11
C 16.70307 14.78622 11.65468 -0.08
C 16.69886 15.48338 12.80426 -0.05
H 16.72574 18.69624 11.47188 0.09
H 16.63222 17.30526 9.39162 0.10
H 16.67662 14.81866 9.58219 0.10
H 16.82385 13.71448 11.71114 0.11
H 16.61885 14.92984 13.72816 0.07
F 10.16616 23.03870 17.38663 0.03
C 9.40240 21.89256 17.30677 -0.25
C 9.10112 21.35936 16.04663 -0.01
C 8.42845 20.15178 15.99688 -0.12
C 8.11290 19.41143 17.09030 -0.12
C 8.42458 19.91288 18.31670 -0.06
C 9.05805 21.17554 18.43594 0.00
H 9.17568 21.90770 15.11918 0.11
H 8.10804 19.72246 15.05910 0.10
H 7.66099 18.44498 16.92241 0.11
H 8.21422 19.37830 19.23124 0.11
H 9.45220 21.46884 19.39773 0.12
F 17.60385 10.94678 15.33940 0.02
C 16.25432 10.80040 15.03174 -0.21
C 15.56732 9.65160 15.49930 -0.02
C 14.17925 9.58980 15.35002 -0.06
C 13.46671 10.63304 14.66916 -0.10
C 14.13482 11.64794 14.12072 -0.10
C 15.54481 11.77154 14.27528 -0.01
H 16.03479 8.93397 16.15724 0.11
H 13.65958 8.81166 15.88932 0.10
H 12.39222 10.62372 14.56060 0.08
H 13.61240 12.36652 13.50664 0.09
H 16.16724 12.61388 14.01178 0.08
F 12.99798 14.72430 13.02676 0.04
C 12.42476 15.85240 13.48638 -0.28
C 11.08472 15.94664 13.78100 -0.03
C 10.56691 17.09644 14.46538 -0.08
C 11.41292 18.20991 14.64052 -0.11
C 12.77059 18.14374 14.35906 -0.08
C 13.26828 16.99238 13.72726 0.01
H 10.46084 15.07386 13.65676 0.09
H 9.52018 17.23764 14.69082 0.08
H 11.07254 19.12136 15.10936 0.09
H 13.43203 18.98131 14.52452 0.08
H 14.25267 16.90333 13.29200 0.08
F 8.87034 15.42310 11.47166 0.08
C 8.07473 14.75620 12.30596 -0.29
C 7.94469 13.35530 12.09424 0.00
C 7.14110 12.59296 12.97544 -0.08
C 6.50338 13.24552 14.01566 -0.09
C 6.56964 14.65266 14.20270 -0.06
C 7.35144 15.34410 13.31730 -0.05
H 8.48130 12.86752 11.29390 0.10
H 7.07854 11.53100 12.78902 0.11
H 5.86795 12.67824 14.67960 0.10
H 6.11391 15.11774 15.06434 0.11
H 7.53767 16.40446 13.40304 0.11
```